[1]
Computed, not measured: a 2-piece molecular cluster, C47H55N3P overall, with wB97M-V/def2-TZVPD.

Geometry as ORCA input:
```
! wB97M-V def2-TZVPD RIJCOSX def2/J DEFGRID3
* xyz 1 1
P -14.83429 4.87886 3.84307
N -15.06979 3.17411 3.89258
N -14.13752 4.78172 5.41606
N -5.53095 5.69480 5.47169
C -9.70568 -0.54660 0.75337
C -9.51450 1.31237 2.32499
C -17.46161 1.17959 0.97204
C -13.88442 -0.53609 2.91703
C -9.15337 3.17548 -1.99328
C -16.14964 0.76831 1.18884
C -9.46852 1.98547 -1.34018
C -7.36493 5.62897 3.88426
C -18.56609 3.50298 4.69113
C -15.87390 2.47513 2.88553
C -13.00843 8.35409 7.47823
C -13.14662 0.83690 1.01044
C -15.34500 1.40668 2.14016
C -6.45287 4.94116 4.70580
C -9.00791 4.32424 0.13345
C -9.19041 3.11912 0.79304
C -17.19138 2.90558 2.66310
C -16.95857 6.16068 7.05944
C -13.74666 5.96750 6.18660
C -8.33751 3.50741 3.19905
C -14.41626 3.56203 6.04124
C -17.76289 4.04035 3.51390
C -9.62835 0.45211 3.40968
C -8.92341 4.34047 -1.26055
C -13.91633 0.87813 2.33289
C -12.08333 7.32624 7.31509
C -7.45195 2.82665 4.03236
C -4.11110 5.50760 5.23085
C -10.09371 5.49238 5.95952
C -14.31148 8.17739 7.01197
C -9.58849 0.82134 1.00497
C -8.31550 4.91463 3.17695
C -5.86221 6.01199 6.85427
C -17.97667 2.24522 1.71116
C -10.98319 4.48994 8.00041
C -12.44426 6.12025 6.70029
C -14.68995 6.99591 6.36291
C -9.72978 -1.41400 1.85460
C -14.94978 2.65982 5.18893
C -16.13510 6.75679 5.92326
C -11.38338 5.01788 6.62142
C -9.42325 1.93823 0.05569
C -9.72229 -0.91861 3.16153
C -16.75651 7.93585 5.18379
C -18.44020 5.12510 2.68458
C -9.34175 2.82794 2.29911
C -6.51436 3.53308 4.78638
H -10.47943 5.27684 8.57939
H -9.72720 -1.61807 4.00277
H -12.92914 1.83854 0.62661
H -12.19101 0.31650 1.13444
H -7.30708 6.72470 3.82201
H -10.25310 5.86364 4.94426
H -17.78617 5.42713 1.85777
H -10.27238 3.25359 2.59821
H -7.46638 1.74034 4.09953
H -14.17761 3.41164 7.08645
H -10.27476 3.66063 7.87641
H -9.37633 4.66665 5.90499
H -5.28310 6.88693 7.17536
H -15.74755 -0.06750 0.61347
H -17.93874 2.83804 5.30205
H -9.79466 1.10246 -1.88308
H -8.95549 5.25388 0.69904
H -13.40890 1.56579 3.01997
H -13.72014 0.30524 0.24161
H -19.44652 2.92945 4.37141
H -9.04081 5.47368 2.58918
H -9.61931 6.29205 6.54256
H -16.48673 5.23387 7.41911
H -14.32071 -1.25319 2.20553
H -11.84301 4.12980 8.57509
H -18.64397 6.01444 3.29083
H -9.74152 -2.48799 1.66944
H -5.82134 3.03177 5.45744
H -17.04202 6.84429 7.91538
H -17.97263 5.91216 6.72617
H -19.01440 2.55231 1.54876
H -3.95322 5.43406 4.14924
H -17.69306 7.64025 4.69712
H -9.73926 -0.88751 -0.28518
H -15.04361 8.97407 7.17604
H -16.87532 4.54222 3.97622
H -3.55477 6.36638 5.62168
H -6.93435 6.23336 6.94193
H -5.62470 5.17463 7.53257
H -16.07105 8.28599 4.40205
H -11.81430 4.20116 6.03473
H -3.73872 4.58846 5.70835
H -15.24295 1.64307 5.40296
H -18.91143 4.31958 5.33487
H -16.97658 8.77733 5.84734
H -12.72586 9.25919 8.01681
H -16.07935 5.94859 5.15767
H -18.09094 0.63597 0.26783
H -8.69654 5.28004 -1.76871
H -19.39049 4.78903 2.25888
H -9.60682 0.84955 4.42332
H -9.16285 3.21212 -3.08682
H -14.43682 -0.59716 3.86150
H -11.06724 7.46006 7.68529
H -12.83968 -0.82956 3.09476
*
```

Calculated values
E_LUMO = -4.19 eV
energy = -2329.381924 a.u.
ΔE to the lowest compared entry with this formula, charge and spin = 0.000 eV

=====

[2]
Computed, not measured: a 11-piece molecular cluster, C47H56F10N3O34 overall, with wB97M-V/def2-TZVPD.

Geometry as ORCA input:
```
! wB97M-V def2-TZVPD RIJCOSX def2/J DEFGRID3
* xyz 1 1
F -8.13847 6.22691 3.88469
F 6.86153 -1.91059 -2.45281
F -1.34879 -7.73231 -1.22677
F -2.74429 5.15638 -0.66384
F -0.41393 -8.06572 3.77030
F 4.57624 4.74980 4.94636
F -0.79393 -1.76254 -9.10038
F 5.75674 -2.55843 8.09928
F -7.55150 0.10386 -7.32386
F -3.21138 -1.42741 5.08312
O 1.31019 3.65379 -2.48854
O -7.30305 1.96326 -4.47021
O -5.46986 3.23776 -4.96613
O -0.81041 2.28515 5.49011
O -3.67221 -0.37030 -7.90055
O -0.74665 4.45810 -3.67313
O 5.00084 0.40252 9.62369
O -6.55908 4.88041 1.17270
O 6.85770 -3.80498 -3.64713
O 4.28953 3.07015 0.69417
O -3.48656 -5.52324 1.97688
O 5.10806 1.39348 4.60776
O -1.35870 -4.46720 6.19341
O -0.61023 0.25380 6.52184
O 6.82463 1.09586 6.08956
O -0.42198 -4.66831 4.11663
O 5.63140 1.73771 -0.91183
O 8.44092 -3.25709 -5.16480
O -1.74897 8.04749 0.85709
O -2.10902 -6.76020 0.64196
O -7.74213 2.93840 0.92800
O -4.22707 -6.34008 -0.02695
O -3.51726 8.40434 2.26305
O -3.54663 6.67979 0.76814
O -6.16615 1.59443 -6.38893
O -1.55416 -0.79042 -7.23165
O -2.15792 0.54021 4.89928
O 3.39663 -0.29046 11.09921
O 7.25787 -5.19910 -5.40950
O -1.16885 -6.51020 5.19353
O 6.01513 3.18379 5.64801
O 4.28972 -1.74285 9.58177
O -8.14230 4.33252 2.69037
O -2.93169 0.44654 -5.89673
N -1.66523 1.15139 -1.31348
N -0.99767 0.18262 -0.63038
N -0.34192 -1.86594 2.17837
C -6.99123 0.47655 -6.15131
C 4.97709 -1.48960 8.37751
C 3.62728 -0.64659 -3.22676
C 7.49565 -4.17359 -4.79334
C -7.50435 3.96391 1.54416
C -1.42259 -1.17098 1.62093
C 4.16493 -0.52570 10.18147
C -3.28878 -6.15232 0.95072
C -0.70376 0.02052 -3.69746
C 4.83027 1.60853 -2.16555
C 0.06117 -1.13203 -2.75566
C -3.01415 -1.02826 -8.96450
C -6.24747 2.34289 -5.25320
C -1.44330 7.00357 -0.04555
C 8.31152 -2.16680 -4.27459
C -1.11767 0.27599 0.91010
C -8.02325 0.99873 -5.21112
C 4.68351 1.84971 0.24264
C -1.89790 3.83768 -2.97425
C -1.55707 1.14582 -2.79942
C -1.86406 -1.68242 -8.27815
C 5.80803 -0.29370 8.69542
C -0.05851 -5.79101 3.33857
C 5.04780 0.10032 -2.79255
C 5.26217 3.65332 4.55280
C -1.99155 -0.84488 5.10111
C -1.38237 -0.92848 6.45891
C -2.98330 7.76271 1.37363
C 6.04774 1.82951 5.50127
C -1.16542 1.12613 5.62614
C 7.66462 -2.79392 -3.08718
C -7.33538 5.34358 3.25032
C 0.98249 -2.30038 -3.45781
C 3.35361 -1.81836 -2.11344
C -1.01099 -5.15796 5.25012
C -2.33930 2.37124 -3.62486
C -2.73392 -0.18255 -6.92289
C -2.41893 -7.65220 -0.40455
C 4.09627 0.52384 1.00875
C 0.36001 4.57648 -2.68559
C -3.56901 -6.99804 -1.09090
C -0.98893 -6.84394 3.83591
C -0.15876 -0.97642 -1.10456
C -2.79245 6.48265 -0.40627
C 4.33532 2.52399 4.25738
C 2.17830 -2.89176 -2.50502
C -6.68848 5.97070 2.06291
H -2.12929 -0.91716 7.25976
H -2.09139 -2.67068 -7.86440
H 2.93825 0.32815 0.80133
H -0.69635 -2.75940 2.59808
H -0.82214 6.25676 0.46023
H 7.68938 -1.39293 -4.73661
H 9.28817 -1.73639 -4.03729
H 5.11789 2.41498 -2.97889
H -0.75310 -1.81453 6.57861
H -2.05768 2.38026 -4.76122
H -8.42205 0.21911 -4.55649
H -7.31062 6.74457 1.60089
H 5.56326 -0.54406 -1.93865
H -2.50549 -1.64185 1.72074
H 8.36829 -3.23697 -2.37439
H 3.42873 2.54830 4.87128
H 4.25619 -1.33293 7.56802
H -6.39050 -0.34518 -5.74709
H 4.30550 0.54634 2.18293
H -6.63171 4.90053 3.96311
H -3.25362 -6.25896 -1.83499
H -2.78163 4.63604 -3.01641
H 0.33186 -3.24141 -3.79860
H -1.36768 -1.26095 4.30287
H -5.71183 6.40111 2.30021
H 0.99345 -6.03431 3.52181
H -3.50307 2.23418 -3.42366
H -0.61850 0.04790 -4.86580
H 4.35868 -2.45298 -2.00300
H -2.64625 -8.64046 0.00920
H -2.05536 0.97007 1.15744
H 0.38116 -1.76331 -0.42737
H 5.93420 3.91020 3.72703
H 6.00884 0.31976 7.81296
H 3.71319 -1.05659 -4.33054
H 5.82995 0.14963 -3.67457
H -2.69875 -0.28919 -9.70860
H -3.67643 -1.75175 -9.44755
H 2.60343 -3.89575 -2.96098
H -0.89820 7.38323 -0.91395
H -4.23130 -7.72153 -1.57394
H 3.70243 1.75919 -1.83114
H -0.12350 0.73689 1.36833
H 3.12496 -1.30580 -1.07773
H 2.77187 0.15953 -3.20604
H 4.04479 2.48906 3.20392
H 6.76165 -0.55366 9.16704
H 4.66538 -0.41474 0.58216
H -3.26778 7.00785 -1.24159
H 0.37819 5.53547 -2.00191
H -0.19117 -5.58862 2.27235
H -8.85793 1.48589 -5.72627
H 1.46307 -1.89189 -4.47158
H -1.95972 -6.86086 3.32914
H 1.65719 -3.21223 -1.48014
H -1.58091 3.75260 -1.83397
*
```

Calculated values
E_LUMO = -4.73 eV
energy = -5544.929917 a.u.

=====

- Number 1 is which compound?
  C47H55N3P